# 1
Formula: C34H53BrI2N6O3
Source: the Open Molecules 2025 dataset
Level of theory: ωB97M-V with the def2-TZVPD basis set

Last column: Löwdin charge in e.
Geometry (Å):
C  1.44726  3.39342  0.85863  -0.17
C  0.00696  3.34356  1.40517  -0.65
Br  -1.18381  4.03066  -0.01311  0.77
C  -0.42622  1.91385  1.82973  -0.20
C  -1.80152  1.46822  1.46300  -0.14
C  -3.01197  1.73289  1.98383  -0.17
C  -3.49032  2.58113  3.11951  -0.76
I  -2.27661  2.39042  4.87225  0.91
C  -3.71095  4.04809  2.68613  -0.81
C  -4.60645  4.11152  1.45175  -0.19
I  -4.81269  5.04473  4.26236  0.82
C  -4.00211  0.97643  1.15708  -0.40
O  -5.15773  0.78077  1.36251  0.18
O  -3.35325  0.46041  0.05539  0.15
C  -1.99807  0.52557  0.32174  -0.39
O  -1.18448  -0.12832  -0.24949  0.17
H  1.46361  3.80972  -0.14796  0.04
H  2.08120  3.98831  1.51262  0.04
H  1.89402  2.40156  0.80069  0.07
H  -0.06119  3.99369  2.27489  0.08
H  -0.24973  1.78397  2.89556  0.04
H  0.26367  1.23751  1.31735  0.11
H  -4.47221  2.19661  3.40609  0.07
H  -2.76383  4.56196  2.53567  0.05
H  -4.90610  5.13515  1.23263  0.07
H  -4.10091  3.69521  0.57680  0.05
H  -5.51825  3.53412  1.62670  0.08
C  0.50439  -3.31118  -0.45954  -0.11
C  0.97192  -4.27824  0.62276  -0.27
C  1.25602  -3.55588  1.94242  -0.20
C  2.30553  -2.54737  1.78251  -0.21
N  3.13744  -1.76022  1.65688  0.16
H  1.27199  -2.57072  -0.69111  0.07
H  0.27908  -3.84447  -1.38395  0.07
H  -0.39452  -2.77810  -0.14711  0.07
H  1.87023  -4.80057  0.28933  0.12
H  0.20987  -5.03398  0.79155  0.07
H  1.57291  -4.26457  2.70538  0.09
H  0.35518  -3.05296  2.30084  0.12
C  -0.54237  -1.63669  -3.81259  -0.12
C  0.72163  -0.79432  -3.73857  -0.25
C  1.82651  -1.28406  -4.68267  -0.19
C  2.23472  -2.65277  -4.35940  -0.24
N  2.55997  -3.71332  -4.05207  0.14
H  -0.35517  -2.66744  -3.50350  0.06
H  -1.30683  -1.22733  -3.15155  0.07
H  -0.93291  -1.64837  -4.82775  0.05
H  1.09774  -0.79126  -2.71346  0.10
H  0.48141  0.23833  -3.99630  0.11
H  2.70408  -0.64169  -4.60457  0.12
H  1.48591  -1.26107  -5.71935  0.12
C  -2.09993  -8.13627  0.60466  -0.11
C  -1.61838  -9.09610  1.68624  -0.26
C  -1.30332  -8.38988  3.01037  -0.18
C  -0.24410  -7.39392  2.84297  -0.20
N  0.59157  -6.61362  2.71133  0.18
H  -1.33293  -7.40123  0.35557  0.06
H  -2.34227  -8.67884  -0.30852  0.07
H  -2.99496  -7.59939  0.92479  0.08
H  -0.72841  -9.62296  1.33804  0.11
H  -2.38333  -9.85122  1.87360  0.11
H  -0.97722  -9.10807  3.76313  0.12
H  -2.19029  -7.88292  3.39403  0.12
C  -5.16055  -0.72055  -7.51405  -0.11
C  -4.57346  -1.77542  -6.58406  -0.26
C  -4.06524  -1.18867  -5.26202  -0.19
C  -3.00212  -0.20933  -5.48437  -0.25
N  -2.17661  0.56791  -5.68308  0.17
H  -4.40949  0.01564  -7.80294  0.07
H  -5.53793  -1.18191  -8.42637  0.07
H  -5.98821  -0.19257  -7.03676  0.08
H  -3.75413  -2.29214  -7.08722  0.11
H  -5.33199  -2.52618  -6.35679  0.11
H  -3.66818  -1.97580  -4.61854  0.11
H  -4.87642  -0.69531  -4.72397  0.12
C  5.33136  1.87275  5.43172  -0.11
C  4.59555  0.55868  5.19534  -0.26
C  3.89262  0.50258  3.83372  -0.19
C  2.88982  1.55877  3.71020  -0.18
N  2.10646  2.39725  3.61314  0.19
H  4.64176  2.71817  5.43766  0.07
H  5.84377  1.85899  6.39390  0.07
H  6.07719  2.04991  4.65494  0.08
H  3.86137  0.40401  5.98883  0.11
H  5.30243  -0.27074  5.24756  0.11
H  3.39523  -0.45346  3.68995  0.08
H  4.61150  0.62016  3.02208  0.12
C  5.15102  7.61410  -1.43532  -0.11
C  3.67989  7.37227  -1.11987  -0.26
C  3.44008  6.98750  0.34443  -0.19
C  4.13795  5.74947  0.69430  -0.25
N  4.68222  4.76971  0.95666  0.16
H  5.74325  6.71145  -1.27999  0.07
H  5.27514  7.91473  -2.47543  0.07
H  5.56366  8.40429  -0.80515  0.08
H  3.29118  6.58402  -1.76705  0.11
H  3.10566  8.27462  -1.33635  0.11
H  2.37546  6.83884  0.53236  0.11
H  3.79028  7.77778  1.01062  0.12

Output
* HOMO energy: -9.1 eV
* calculated total energy: -137444.326 eV
* ΔE to the lowest compared entry with this formula, charge and spin: 0.0 kcal per mole
* spin multiplicity: 1
* total charge: 0
* orbital gap: 0.3037 Ha

---

# 2
Formula: C34H53BrN2P2Sn
Source: the Open Molecules 2025 dataset
Level of theory: ωB97M-V with the def2-TZVPD basis set

Last column: Löwdin charge in e.
Geometry (Å):
N  0.13407  -6.40187  8.25533  0.06
C  -0.80576  -5.46242  8.36982  -0.12
C  -0.99727  -4.47795  7.38622  -0.01
C  -0.12411  -4.43360  6.27193  -0.22
C  0.89851  -5.40443  6.21984  -0.01
C  0.95704  -6.39962  7.20729  -0.12
C  -0.29705  -3.45263  5.20471  -0.02
Sn  0.11729  0.83204  -0.00602  0.97
P  -1.09744  -0.63101  -5.65315  0.93
C  0.41678  -3.44438  4.04449  -0.05
C  0.10606  -2.54253  2.96835  -0.22
C  0.24982  -2.93568  1.61858  -0.02
C  -0.26138  -2.14031  0.59774  -0.13
C  -0.77228  -0.88929  0.94704  -0.34
C  -1.04676  -0.52753  2.26880  -0.14
C  -0.49541  -1.30724  3.28296  -0.02
Br  -1.33156  0.89032  -2.13690  0.40
H  -1.11188  -2.73134  5.35714  0.12
H  1.18340  -4.20347  3.85079  0.11
H  -1.81835  -3.77110  7.49184  0.11
H  1.63146  -5.39812  5.41298  0.10
H  -1.43576  -5.48257  9.26362  0.11
H  1.69925  -7.18950  7.12790  0.11
H  0.73074  -3.89355  1.40040  0.13
H  -0.53576  -0.97730  4.32001  0.12
H  -0.19932  -2.46685  -0.43695  0.11
H  -1.57718  0.38522  2.52089  0.10
P  2.60504  0.47583  -0.32864  0.90
C  -2.44650  -0.85052  -4.45449  -0.54
C  -3.61120  -1.59580  -5.09617  -0.17
H  -2.77220  0.15068  -4.14010  0.00
H  -2.02971  -1.39508  -3.59569  0.03
H  -4.50240  -1.50100  -4.47040  0.07
H  -3.83271  -1.18167  -6.08280  0.06
H  -3.38122  -2.65867  -5.21587  0.07
C  0.02987  -2.00477  -5.22246  -0.44
C  0.96409  -2.33645  -6.39041  -0.17
H  -0.61680  -2.86793  -4.99549  0.08
H  0.57030  -1.69246  -4.31641  0.05
H  1.51233  -3.25741  -6.17552  0.07
H  0.40393  -2.49250  -7.32097  0.07
H  1.69495  -1.54008  -6.56305  0.06
C  -0.19524  0.92686  -5.35350  -0.48
C  -0.89097  2.12008  -6.02269  -0.17
H  0.80028  0.76899  -5.80695  0.08
H  -0.08992  1.07963  -4.27044  -0.05
H  -0.37709  3.05262  -5.76287  0.07
H  -0.85394  2.00660  -7.11153  0.07
H  -1.94223  2.22184  -5.72911  0.06
C  3.29810  2.08055  -0.83689  -0.37
C  4.63375  2.51025  -0.22789  -0.11
H  2.53047  2.84213  -0.62530  0.07
H  3.39085  2.02035  -1.93180  0.10
H  4.51938  2.89105  0.79555  0.07
H  5.37587  1.70265  -0.22518  0.08
H  5.04015  3.33061  -0.83403  0.09
C  2.72794  -0.73189  -1.67773  -0.37
C  3.24460  -2.12392  -1.30181  -0.11
H  3.36484  -0.26156  -2.44507  0.10
H  1.71449  -0.81536  -2.10627  0.06
H  4.19967  -2.08259  -0.76680  0.08
H  2.52004  -2.66525  -0.68270  0.07
H  3.39934  -2.70639  -2.21769  0.09
C  3.34104  -0.17927  1.20217  -0.35
C  3.02898  0.61355  2.47654  -0.12
H  4.42758  -0.23742  1.02455  0.11
H  2.97389  -1.21354  1.31285  0.09
H  3.31250  0.01188  3.35095  0.10
H  3.59059  1.55642  2.52803  0.07
H  1.95725  0.83711  2.57933  0.05
C  -2.37534  4.68959  -1.10368  0.03
N  -3.37757  3.85638  -0.36064  -0.18
C  -4.45460  3.41645  -1.28572  0.02
C  -2.78620  2.70474  0.43966  -0.13
C  -1.62466  3.22204  1.21161  -0.29
C  -1.88310  4.29986  2.07499  -0.03
C  -0.82369  4.98468  2.67590  -0.03
C  0.48421  4.52650  2.47494  -0.04
C  0.70727  3.36193  1.72768  -0.12
C  -0.32791  2.71593  1.05889  -0.24
H  -1.74637  4.03652  -1.71299  0.09
H  -1.77531  5.26963  -0.39871  0.11
H  -2.94657  5.37500  -1.74467  0.12
H  -3.80896  4.48157  0.34101  0.17
H  -4.00219  2.77253  -2.05105  0.10
H  -5.20233  2.86812  -0.71044  0.12
H  -4.88701  4.31290  -1.74137  0.12
H  -3.58894  2.35096  1.10488  0.16
H  -2.53892  1.91107  -0.27184  0.00
H  -2.91628  4.62367  2.25508  0.13
H  -1.01887  5.86078  3.29178  0.12
H  1.32634  5.06197  2.91398  0.12
H  1.71985  2.94571  1.68981  0.07

Output
* HOMO energy: -11.4 eV
* calculated total energy: -133534.290 eV
* ΔE to the lowest compared entry with this formula, charge and spin: 4.9 kcal per mole
* spin multiplicity: 1
* total charge: +2
* orbital gap: 0.2012 Ha